Formula: C31H47NO3P2SY
Source: OMol25
Level of theory: ωB97M-V/def2-TZVPD

Each line ends with the Mulliken charge.
Geometry (Å):
Y 0.123 -0.134 1.630  -0.26
C -0.360 -2.570 2.395  0.23
C 0.987 -2.621 1.914  1.14
C 0.943 -1.245 3.774  0.46
C -0.380 -1.740 3.559  1.06
C 1.790 -1.792 2.759  0.56
C -1.511 -3.352 1.882  -1.77
H -1.299 -3.770 0.890  0.32
H -2.412 -2.724 1.807  0.33
H -1.755 -4.194 2.549  0.33
C -1.531 -1.556 4.473  -1.48
H -2.476 -1.711 3.939  0.33
H -1.533 -0.547 4.907  0.28
H -1.501 -2.275 5.308  0.33
C 1.362 -0.404 4.917  -1.47
H 1.283 -0.953 5.869  0.29
H 0.730 0.491 4.998  0.10
H 2.398 -0.070 4.796  0.36
C 3.267 -1.678 2.724  -1.72
H 3.727 -2.323 3.492  0.35
H 3.600 -0.650 2.927  0.30
H 3.674 -1.989 1.753  0.35
C 1.511 -3.575 0.910  -1.82
H 1.868 -4.495 1.403  0.29
H 2.358 -3.156 0.354  0.36
H 0.739 -3.872 0.190  0.38
C -1.668 0.296 -5.388  -0.11
C -1.557 -1.037 -5.474  -0.71
C -0.667 -1.792 -6.416  -0.72
C 0.685 -1.126 -6.777  -1.05
C 1.452 -0.582 -5.611  -0.11
C 1.367 0.658 -5.097  -0.57
C 0.438 1.750 -5.527  -0.37
C -0.894 1.307 -6.180  -1.04
H -1.201 -1.992 -7.361  0.34
H 0.535 -0.375 -7.563  0.34
H -0.456 -2.781 -5.979  0.31
H -0.709 0.981 -7.212  0.32
H -2.445 0.730 -4.746  0.41
H -2.260 -1.667 -4.915  0.79
H -1.522 2.212 -6.251  0.43
H 0.201 2.370 -4.646  0.24
H 2.100 0.958 -4.338  0.48
H 0.960 2.420 -6.231  0.43
H 1.309 -1.919 -7.223  0.40
H 2.194 -1.276 -5.203  0.39
P -0.697 -0.521 -1.075  1.47
P 2.243 0.817 -0.137  1.23
C 0.173 0.715 -2.161  -0.13
C 1.263 1.598 -1.526  -1.21
H -0.604 1.364 -2.587  0.53
H 0.595 0.134 -2.994  -0.53
H 1.993 1.907 -2.290  0.39
H 0.815 2.514 -1.105  0.41
C 3.257 2.199 0.498  -1.33
H 3.923 1.807 1.284  0.37
H 2.605 2.959 0.948  0.34
H 3.863 2.641 -0.307  0.45
C 3.562 -0.044 -1.068  -1.50
H 4.023 0.646 -1.794  0.47
H 3.158 -0.925 -1.590  0.33
H 4.330 -0.366 -0.347  0.45
C -2.433 0.051 -1.144  -1.48
H -3.046 -0.651 -0.563  0.39
H -2.808 0.096 -2.178  0.38
H -2.509 1.043 -0.680  0.42
C -0.780 -2.004 -2.148  -0.90
H 0.193 -2.522 -2.147  0.35
H -1.058 -1.782 -3.194  -0.26
H -1.533 -2.684 -1.722  0.49
O 1.955 2.715 3.940  -0.50
S 0.700 3.308 3.476  0.38
O -0.238 3.452 4.848  -0.50
N -0.122 1.965 2.815  -0.63
C -1.429 1.729 2.947  2.00
O -1.861 0.697 2.266  -0.73
C -2.248 2.500 3.859  -0.01
C -3.625 2.242 4.015  -0.71
C -4.291 2.770 5.118  -0.64
C -3.612 3.567 6.056  -0.37
C -2.275 3.885 5.884  -0.49
C -1.608 3.319 4.796  0.56
H -4.141 1.607 3.279  0.42
H -5.346 2.544 5.260  0.40
H -4.131 3.947 6.934  0.39
H -1.716 4.531 6.554  0.45

* LUMO energy: -2.81 eV
* total charge: +1
* Kohn-Sham gap: 0.284 hartree